## 1
7
Properties=species:S:1:pos:R:3 method="wB97M-V/def2-TZVPD" orbital_gap_ev="9.584 / 4.870" lumo_energy_ha="-0.0229 / -0.1257"
C 1.53461 1.20910 0.02241
C 0.97296 0.14511 0.12902
C 0.07180 -0.86741 0.07200
I -3.93600 -0.11297 0.04909
H 2.00955 2.09973 -0.20962
H 0.36475 -1.64712 -0.54824
H -1.01768 -0.82644 0.48534

---

## 2
7
Properties=species:S:1:pos:R:3 method="wB97M-V/def2-TZVPD" orbital_gap_ev="7.179 / 7.123" lumo_energy_ha="-0.0508 / -0.0500"
C 0.23977 0.66511 0.11639
C -1.10524 1.15504 -0.22347
C 0.73591 -0.59367 -0.09149
I -2.63813 -0.23956 0.03420
H 0.86577 1.41624 0.47388
H 1.72491 -0.85759 -0.00178
H 0.17701 -1.54558 -0.30772

---

Stability comparison, relative energies in hartree: 1 0.0028; 2 0.0000

---

## 1
8
Properties=species:S:1:pos:R:3 method="wB97M-V/def2-TZVPD" orbital_gap_ev=9.736 lumo_energy_ha=-0.0455
N -0.40424 0.24111 -0.56116
N -1.43978 0.12764 0.10467
O 0.53598 -1.56003 -0.42336
O -1.60475 1.42192 -0.12709
O -2.12139 -0.61546 0.67103
Si 1.33067 -0.32987 -0.05361
H 2.41720 0.44537 -0.96837
H 1.28632 0.26932 1.35789

---

## 2
8
Properties=species:S:1:pos:R:3 method="wB97M-V/def2-TZVPD" orbital_gap_ev=10.043 lumo_energy_ha=-0.0145 smiles="O=[SiH2].O=NN=O"
O -0.51269 1.98762 0.16642
Si 0.03567 0.60154 -0.02727
H 0.58631 -0.27454 0.96516
H -0.18001 -0.10513 -1.36990
O -1.85976 -1.10678 0.38672
N -2.69224 -0.46414 0.89774
N -3.12677 0.42440 1.40459
O -3.90477 1.10689 1.92529

---

Stability comparison, relative energies in hartree: 1 0.0416; 2 0.0000

---

## 1
20
Properties=species:S:1:pos:R:3 method="wB97M-V/def2-TZVPD" orbital_gap_ev="6.578 / 7.351" lumo_energy_ha="-0.0077 / -0.0275"
C 1.86765 -1.08227 -1.93983
C 0.71953 -1.76593 -2.16261
C -1.00178 2.58030 1.22793
C -1.45794 2.38198 0.06734
C 1.97426 -0.40349 -0.70266
C -0.40096 -1.74769 -1.25838
C -0.22092 1.37383 2.15138
C -1.19398 -0.84871 0.85329
N 0.95403 -0.30149 0.15222
N -0.18159 -0.85522 -0.11981
O -1.32142 -2.54647 -1.45635
S -1.24611 -0.08417 2.29123
H 2.68111 -1.06242 -2.64136
H 0.58054 -2.29658 -3.06331
H -1.14182 3.41040 1.91783
H -1.82236 1.82364 -0.77190
H 2.85804 0.11667 -0.32559
H 0.81623 1.16547 1.88920
H -0.47845 1.68567 3.09426
H -1.98407 -1.54352 0.79711

---

## 2
20
Properties=species:S:1:pos:R:3 method="wB97M-V/def2-TZVPD" orbital_gap_ev=8.810 lumo_energy_ha=-0.0158 smiles="N=S1(=N)CC(=O)c2ccccc21"
N 2.87653 0.56659 1.09068
S 1.76625 -0.24195 0.35483
N 2.12593 -0.71868 -1.05873
C 0.63656 -1.80151 1.38537
C -0.50548 -1.87176 0.42009
O -1.00122 -2.89489 -0.01790
C -0.83600 -0.49426 -0.09658
C -2.03702 -0.05159 -0.61366
C -2.27547 1.22313 -0.96635
C -1.26740 2.18543 -1.00255
C -0.00071 1.83639 -0.39494
C 0.16935 0.49774 0.06838
H 2.64712 1.05285 1.95558
H 2.88193 -1.51516 -1.13667
H 0.35702 -1.14326 2.26454
H 1.04137 -2.68401 1.67462
H -2.81810 -0.76013 -0.63599
H -3.34421 1.36571 -1.36149
H -1.23481 3.00813 -1.73590
H 0.81836 2.44123 -0.19333

---

Stability comparison, relative energies in hartree: 1 0.0584; 2 0.0000

---

## 1
88
Properties=species:S:1:pos:R:3 method="wB97M-V/def2-TZVPD" orbital_gap_ev="5.660 / 5.588" lumo_energy_ha="-0.3583 / -0.3595" total_charge=+3
Zr 0.48745 0.00035 -1.42467
S 1.40016 -0.32778 0.90521
C -0.10213 -1.21977 1.36888
N -0.40262 -1.43203 2.63934
N 0.40371 -1.06086 3.56044
C 0.28156 -1.38619 4.88592
C -0.73191 -2.25190 5.33590
C -0.76419 -2.61295 6.66399
C 0.18968 -2.12361 7.55411
C 1.17401 -1.23800 7.11701
C 1.22848 -0.87046 5.79135
N -0.83781 -1.80809 0.45402
N -0.45766 -1.68695 -0.80550
C -0.88574 -2.64821 -1.72645
C -0.16395 -2.70267 -2.93323
C -0.45593 -3.68483 -3.85988
C -1.47000 -4.60388 -3.61305
C -2.18351 -4.55055 -2.42401
C -1.89617 -3.58359 -1.47650
H 1.26744 -0.56039 3.27933
H -1.45064 -2.63562 4.63012
H -1.51860 -3.29472 7.02035
H 0.16968 -2.43772 8.58768
H 1.89752 -0.85252 7.81599
H 1.99718 -0.20145 5.43284
H 0.66231 -1.99886 -3.10313
H 0.11564 -3.74871 -4.77238
H -1.68102 -5.38134 -4.32937
H -2.95601 -5.27737 -2.22464
H -2.42570 -3.54971 -0.53546
I 0.92087 2.50252 -6.84547
C -0.30067 1.42937 -5.51442
C -1.55806 0.95800 -5.89603
C -2.31151 0.24736 -4.97584
C -1.79993 0.02528 -3.70660
N -0.58975 0.47524 -3.32731
C 0.13838 1.16315 -4.21884
H -1.93146 1.14026 -6.89295
H -3.27939 -0.14191 -5.25019
H -2.37144 -0.52557 -2.96464
H 1.11281 1.53215 -3.89536
C -0.30918 5.45723 3.19513
C 1.17842 5.68615 2.92866
C 1.72459 4.95623 1.70070
C 1.76872 3.43239 1.85366
N 0.45056 2.82926 1.82341
C -0.14404 2.32592 0.76211
S 0.57644 2.46262 -0.79822
N -1.31829 1.67243 0.92092
C -2.22553 1.35153 -0.17544
C -2.79195 2.60647 -0.86397
C -3.52576 3.53604 0.10996
C -4.84811 2.95904 0.59849
H -0.68303 6.23132 3.86153
H -0.50444 4.50013 3.68740
H -0.87531 5.51180 2.26524
H 1.75388 5.40453 3.81220
H 1.33423 6.75396 2.77179
H 2.74500 5.29469 1.51958
H 1.13395 5.20941 0.81774
H 2.21809 3.16538 2.81233
H 2.36084 2.99311 1.04584
H -0.07393 2.91033 2.68939
H -1.76499 1.76090 1.82744
H -3.03449 0.74852 0.24698
H -1.65500 0.72648 -0.91536
H -3.48754 2.29247 -1.64499
H -1.97108 3.15136 -1.33969
H -3.72592 4.47216 -0.41020
H -2.87789 3.77788 0.95572
H -5.47674 2.69943 -0.24846
H -5.38010 3.69858 1.18849
H -4.71268 2.07328 1.21506
S 2.80999 -0.33208 -2.43091
C 3.30304 -1.98488 -2.31076
N 2.90820 -2.73581 -1.28244
C 3.41342 -4.09709 -1.11520
C 3.59961 -4.72898 -2.48952
C 4.51567 -3.85024 -3.33054
N 4.04278 -2.47762 -3.28389
H 2.49083 -2.27429 -0.47170
H 2.68912 -4.66296 -0.53081
H 4.36698 -4.09079 -0.57569
H 2.63213 -4.84945 -2.98000
H 4.04400 -5.71571 -2.38012
H 4.52372 -4.17104 -4.37374
H 5.54313 -3.89919 -2.95880
H 4.33753 -1.85640 -4.02587

---

## 2
88
Properties=species:S:1:pos:R:3 method="wB97M-V/def2-TZVPD" orbital_gap_ev=6.184 lumo_energy_ha=-0.3519 total_charge=+3
Zr -0.67083 0.40104 -1.59648
S -2.55384 2.05296 -1.30639
C -1.39022 3.38156 -1.37428
N -1.83258 4.55279 -1.94389
N -1.25051 5.65747 -1.96009
C -0.23358 6.24363 -1.18228
C 0.00374 5.88501 0.14703
C 0.93367 6.60015 0.86987
C 1.63444 7.64533 0.27243
C 1.40049 7.99164 -1.05536
C 0.44949 7.30919 -1.77990
N -0.16030 3.26215 -0.95750
N 0.35370 2.02459 -0.96152
C 1.44700 1.81827 -0.06261
C 1.31848 2.19869 1.27085
C 2.36824 1.96435 2.13948
C 3.53915 1.36272 1.67751
C 3.65821 0.98480 0.35047
C 2.60270 1.20072 -0.52717
H -1.66264 6.27593 -2.65656
H -0.57807 5.10981 0.62137
H 1.10265 6.36353 1.91131
H 2.35658 8.20721 0.85149
H 1.94913 8.80359 -1.51221
H 0.24060 7.58344 -2.81027
H 0.39312 2.64961 1.60609
H 2.27975 2.25077 3.18009
H 4.36510 1.19861 2.35845
H 4.58272 0.54999 -0.00906
H 2.69082 0.95298 -1.57738
I -5.49259 -0.82286 -4.85234
C -3.56526 -0.05223 -4.85274
C -2.97829 0.47152 -6.00232
C -1.68499 0.96306 -5.93348
C -1.01086 0.92001 -4.73070
N -1.57798 0.42461 -3.62310
C -2.83497 -0.04819 -3.68801
H -3.52858 0.49950 -6.93475
H -1.20198 1.37523 -6.80939
H 0.00614 1.27983 -4.64776
H -3.28282 -0.39340 -2.76542
C 4.19914 -4.34093 1.12296
C 3.18816 -3.60993 2.00329
C 2.90750 -2.17345 1.51249
C 1.54918 -2.03958 0.84311
N 0.49698 -2.12775 1.85927
C -0.63817 -1.47104 1.95344
S -1.35911 -0.38733 0.76729
N -1.37420 -1.60150 3.04504
C -1.08735 -2.50829 4.16965
C -0.02909 -2.00784 5.15621
C -0.43285 -0.76436 5.95752
C -0.19563 0.55946 5.22559
H 4.27448 -5.39071 1.40599
H 5.19050 -3.89626 1.22588
H 3.91358 -4.29690 0.06783
H 3.55831 -3.58376 3.02865
H 2.25650 -4.19276 2.02368
H 3.66829 -1.88266 0.78442
H 2.96713 -1.45450 2.33285
H 1.41852 -2.84029 0.11515
H 1.45385 -1.09029 0.33306
H 0.74351 -2.69596 2.65803
H -2.20777 -1.03831 3.09337
H -0.80024 -3.48082 3.76001
H -2.03078 -2.65084 4.69095
H 0.91694 -1.80583 4.63909
H 0.15431 -2.83990 5.83799
H 0.14865 -0.75392 6.87845
H -1.48285 -0.84811 6.25380
H 0.86187 0.66022 4.96299
H -0.45921 1.40251 5.86551
H -0.78526 0.64448 4.30952
S 0.15218 -1.91440 -2.53934
C -1.19218 -3.02937 -2.53200
N -1.22470 -3.94058 -3.48357
C -2.25235 -4.99242 -3.57874
C -2.76775 -5.30031 -2.18737
C -3.22592 -4.01487 -1.52448
N -2.15844 -2.99519 -1.62130
H -0.48346 -3.91928 -4.16625
H -1.79634 -5.86803 -4.03301
H -3.05891 -4.65169 -4.22829
H -1.97488 -5.76306 -1.59710
H -3.59696 -6.00226 -2.24468
H -3.43383 -4.17550 -0.46939
H -4.13258 -3.63298 -1.99396
H -2.02380 -2.39252 -0.82707

---

Stability comparison, relative energies in hartree: 1 0.0000; 2 0.0277

---

## 1
27
Properties=species:S:1:pos:R:3 method="wB97M-V/def2-TZVPD" orbital_gap_ev=8.610 lumo_energy_ha=-0.0984 total_charge=+1
C -2.59542 1.41120 -0.16207
C -3.00273 0.14592 0.54900
C 0.73610 0.00927 -0.36731
C -0.56342 0.06567 0.47998
C 0.57422 -1.44968 -0.16570
C 1.40526 -2.09205 0.98398
C 1.84596 2.29810 -0.24746
C 1.98654 0.79272 -0.04932
N -1.75034 0.18852 -0.24553
N -0.14927 -2.16149 -1.02527
H -3.35483 1.56951 -0.99890
H -2.14787 2.17128 0.58635
H -2.81483 0.09182 1.57912
H -3.87895 -0.26030 0.21292
H 0.36629 0.28490 -1.40065
H -0.46117 -0.25606 1.55997
H 1.92110 -1.29604 1.58235
H 2.27628 -2.57733 0.56617
H 0.61617 -2.67282 1.49107
H 2.77448 2.79185 -0.40617
H 1.48366 2.75947 0.64440
H 1.42014 2.56485 -1.21555
H 2.35128 0.60844 0.98215
H 2.72277 0.34613 -0.78008
H -0.13789 -3.25069 -1.00691
H 0.08668 -1.89849 -1.96179
H -1.71022 -0.18471 -1.18476

---

## 2
27
Properties=species:S:1:pos:R:3 method="wB97M-V/def2-TZVPD" orbital_gap_ev=9.325 lumo_energy_ha=-0.1265 total_charge=+1
C 2.02965 1.39360 0.57305
C -0.20362 -1.40733 1.33569
C -0.00189 -2.09616 0.06859
C -0.80086 -0.86837 0.27738
C 1.35064 -1.93841 -0.70150
C -1.66273 1.44709 0.65895
C -1.84127 0.33201 -1.75383
C -1.80753 0.18991 -0.18242
N 1.67641 0.77383 1.68027
N 1.41164 1.24060 -0.59968
H -0.10853 -1.37567 2.38191
H 2.95888 1.98370 0.59654
H -0.42299 -3.13412 -0.11791
H 2.24989 -1.31140 -0.30758
H 1.14762 -1.60318 -1.69780
H 1.71453 -2.94763 -0.61978
H -0.78433 1.44484 1.38570
H -2.64909 1.41013 1.18878
H -1.63756 2.40838 0.05838
H -0.97479 0.76733 -2.10080
H -2.66339 1.03961 -2.06763
H -2.09578 -0.56388 -2.25275
H -2.75828 -0.19122 0.25676
H 2.35105 0.97472 2.35156
H 1.00107 -0.02720 1.69229
H 1.82633 1.63062 -1.46830
H 0.69491 0.42820 -0.63586

---

Stability comparison, relative energies in hartree: 1 0.0320; 2 0.0000

---

## 1
20
Properties=species:S:1:pos:R:3 method="wB97M-V/def2-TZVPD" orbital_gap_ev=8.374 lumo_energy_ha=0.0078
C 0.03723 0.80496 1.46232
C 0.83375 -0.41667 1.26896
C -0.85878 1.17576 0.57617
C -1.40764 0.26023 -0.36270
C -2.70626 2.13340 -0.28048
C 1.13063 -1.00562 0.08529
C 1.85799 -2.32488 0.09147
C 0.93306 -0.56009 -1.31713
O -1.64835 2.30970 0.60379
O -2.47815 0.83383 -0.81695
H 0.33968 1.51918 2.30508
H 1.19376 -0.88815 2.22400
H -3.60604 2.04062 0.27544
H -2.80556 2.94700 -0.97127
H 2.88275 -2.11267 -0.31980
H 1.34117 -2.80576 -0.77250
H 2.01247 -2.67958 1.11623
H 0.85864 0.57697 -1.49368
H 0.18726 -1.13624 -1.79245
H 1.90239 -0.67199 -1.88180

---

## 2
20
Properties=species:S:1:pos:R:3 method="wB97M-V/def2-TZVPD" orbital_gap_ev=10.399 lumo_energy_ha=0.0310 smiles="c1ccccc1.CC(=O)O"
C -1.33166 -1.77719 1.50729
C -0.97234 -0.73880 2.35510
C 0.34989 -0.26607 2.36193
C 1.30134 -0.95775 1.62409
C 0.93263 -2.06044 0.85586
C -0.38314 -2.48090 0.76710
H -2.36369 -2.08912 1.43512
H -1.72340 -0.16191 2.94066
H 0.56345 0.52729 3.02560
H 2.29385 -0.57350 1.64881
H 1.67852 -2.50459 0.19909
H -0.71540 -3.30746 0.13845
C -0.37508 2.68421 -3.05613
C 0.19911 1.76352 -1.98909
O 1.37622 1.60846 -1.72702
O -0.85200 1.11350 -1.44477
H 0.36954 3.31720 -3.56941
H -0.91859 2.10398 -3.81212
H -1.16693 3.29066 -2.51222
H -0.53564 0.62222 -0.67650

---

Stability comparison, relative energies in hartree: 1 0.1867; 2 0.0000

---

## 1
26
Properties=species:S:1:pos:R:3 method="wB97M-V/def2-TZVPD" orbital_gap_ev=7.704 lumo_energy_ha=0.0001
C 1.43057 3.37617 -1.14886
C 3.35863 0.91614 -0.97396
C 0.35542 -2.06825 1.17891
C -2.44153 -1.02614 2.02200
C -2.00437 -2.64375 -0.66346
Si -1.18460 0.58728 -0.77858
Si 1.73519 1.61267 -1.75438
Si -1.25871 -1.25265 0.48734
H 1.53045 4.10912 -1.94665
H 0.36026 3.38742 -0.86612
H 2.14668 3.75866 -0.37979
H 3.51683 -0.08477 -0.93769
H 4.21516 1.44701 -1.38094
H 3.46926 1.13189 0.10868
H 0.22735 -1.75694 2.24091
H 0.14826 -3.16916 1.13599
H 1.45363 -1.73633 0.79012
H -1.86227 -0.80412 2.92139
H -3.08188 -0.17788 1.79551
H -2.96381 -1.91421 2.15982
H -2.25202 -3.57551 -0.24672
H -2.95737 -2.16877 -1.00040
H -1.52273 -2.73642 -1.57707
H -2.10592 0.28345 -1.82773
H -1.50470 1.84611 -0.26458
H 1.93671 1.31758 -3.18383

---

## 2
26
Properties=species:S:1:pos:R:3 method="wB97M-V/def2-TZVPD" orbital_gap_ev="6.650 / 6.845" lumo_energy_ha="-0.0277 / -0.0229"
C 1.77265 -0.03736 -2.56804
C -1.67254 1.34475 -1.97437
C -1.94015 -0.68235 2.67233
C 2.17148 0.93707 -1.53719
C -0.77469 2.17674 -1.07301
Si 0.76943 -2.90186 2.81313
Si -0.61827 -1.42529 1.64715
Si 0.83271 1.40119 -0.23505
H 1.26422 -1.01676 -2.17849
H 1.05138 0.38421 -3.27910
H 2.57025 -0.52999 -3.04783
H -1.05978 0.91481 -2.85057
H -1.91881 0.47665 -1.36041
H -2.59962 1.79443 -2.14950
H -2.43513 0.13538 2.11535
H -2.80042 -1.18376 2.99064
H -1.41074 -0.31666 3.58419
H 2.52802 1.78698 -2.07007
H 3.09203 0.58885 -0.96297
H -1.43952 2.67413 -0.30676
H -0.37334 3.01271 -1.53805
H -0.09889 -4.06149 3.41095
H 1.39604 -2.27853 4.16388
H 1.99096 -3.55398 2.07281
H -1.48993 -2.10749 0.81270
H 1.19267 2.46763 0.84825

---

Stability comparison, relative energies in hartree: 1 0.0000; 2 0.0777

---

## 1
20
Properties=species:S:1:pos:R:3 method="wB97M-V/def2-TZVPD" orbital_gap_ev=10.316 lumo_energy_ha=0.0333 smiles=NCCNCN.O
N -0.35557 1.47736 -1.97372
C -0.06687 1.88362 -0.59540
C -0.65379 0.96238 0.45322
N -0.23312 -0.42737 0.32746
C -0.95300 -1.30540 1.23395
N -0.48811 -2.67380 1.23492
H -0.53622 0.48653 -2.05963
H 0.42624 1.67776 -2.58182
H 1.00569 2.00877 -0.41957
H -0.52973 2.86553 -0.44448
H -1.74205 1.05522 0.40365
H -0.29332 1.30150 1.42677
H -0.28529 -0.75005 -0.63055
H -0.83488 -0.90334 2.23828
H -2.03989 -1.27704 1.04726
H 0.37469 -2.73894 1.75548
H -0.33560 -2.99854 0.28901
O 2.59593 -0.21254 -0.94143
H 3.22800 -0.26399 -0.21684
H 1.71691 -0.16768 -0.54659

---

## 2
20
Properties=species:S:1:pos:R:3 method="wB97M-V/def2-TZVPD" orbital_gap_ev="6.078 / 6.075" lumo_energy_ha="-0.0047 / -0.0047"
C 1.33097 1.20827 -0.43822
C 1.00714 -1.05394 0.58288
C 0.58082 -1.98373 -0.54851
N 0.59599 2.27732 -0.17170
H 0.67312 2.68912 0.74722
H -0.37467 2.27154 -0.53043
H 1.23294 0.73407 -1.40430
H 2.32267 1.16493 -0.01168
H 0.70549 -1.47138 1.55032
H 2.08550 -0.89523 0.58717
H -0.49801 -2.14317 -0.53461
H 1.04463 -2.97041 -0.45956
H 0.85721 -1.59949 -1.53587
N -1.20789 0.56556 0.67645
N -1.78629 0.99701 -0.53942
O -1.95386 -0.66557 1.04284
H -2.24771 -0.50166 1.94572
H 0.17328 -0.14406 0.69306
H -2.76105 1.26576 -0.40657
H -1.78028 0.25503 -1.24479

---

Stability comparison, relative energies in hartree: 1 0.0000; 2 0.2235